# 1
This record from the Open Molecules 2025 dataset describes a 10-piece molecular cluster, C44H82N10O overall. The level of theory is ωB97M-V/def2-TZVPD.

Atoms and positions in Å:
C1 -1.47750 -3.18107 0.01255
O1 -2.28745 -2.40823 -0.85834
C2 -1.58640 -1.37506 -1.54112
C3 -2.58088 -0.31298 -2.01171
N1 -2.37492 0.99843 -1.35814
C4 -0.72167 -1.90311 -2.68810
C5 0.34125 -0.88629 -3.14446
C6 1.78745 -1.27445 -2.81026
C7 2.75842 -0.51751 -3.73860
C8 2.12830 -0.96029 -1.34598
H1 -1.57848 -4.24171 -0.24162
H2 -0.42042 -2.91958 -0.06701
H3 -1.80208 -3.04674 1.04917
H4 -0.90914 -0.88431 -0.82280
H5 -3.60984 -0.62997 -1.83414
H6 -2.46848 -0.19085 -3.09476
H7 -2.48358 1.74405 -2.03456
H8 -1.42929 1.07676 -1.00425
H9 -0.23922 -2.83405 -2.37459
H10 -1.37348 -2.13277 -3.53575
H11 0.15186 0.09884 -2.69844
H12 0.28003 -0.74490 -4.22853
H13 1.93308 -2.35102 -2.95485
H14 2.87851 -1.03201 -4.69529
H15 2.30585 0.45431 -3.95958
H16 3.70790 -0.29996 -3.24616
H17 1.30078 -1.21473 -0.67608
H18 2.32633 0.10801 -1.22835
H19 2.99663 -1.53029 -1.00313
C9 4.53331 1.74200 1.04678
C10 5.33554 2.72652 0.21085
C11 4.44437 3.69506 -0.57598
C12 3.57300 2.98712 -1.51011
N2 2.92376 2.39571 -2.25318
H20 3.92027 1.09052 0.41916
H21 5.19789 1.10642 1.63009
H22 3.87850 2.26692 1.73914
H23 5.98842 2.18724 -0.47892
H24 5.97884 3.31741 0.86557
H25 5.04935 4.40555 -1.14172
H26 3.81455 4.26864 0.10781
C13 -7.00365 -3.63459 -3.51964
C14 -6.67928 -2.69420 -2.37125
C15 -6.71518 -1.22130 -2.79519
C16 -5.73465 -0.92352 -3.83688
N3 -4.93413 -0.69688 -4.63241
H27 -6.26545 -3.55926 -4.32148
H28 -7.01421 -4.66532 -3.16913
H29 -7.98653 -3.40455 -3.93006
H30 -5.69632 -2.93287 -1.95818
H31 -7.40586 -2.83583 -1.57342
H32 -6.50250 -0.56969 -1.94541
H33 -7.70624 -0.96487 -3.17609
C17 1.93292 0.90863 5.11920
C18 2.49607 1.79533 6.22350
C19 2.85059 3.20113 5.72911
C20 3.86705 3.16697 4.67829
N4 4.68117 3.11086 3.86789
H34 2.65950 0.74596 4.32106
H35 1.65803 -0.06812 5.51604
H36 1.03897 1.35340 4.67740
H37 3.38564 1.32534 6.65002
H38 1.77091 1.90921 7.02886
H39 3.23212 3.81470 6.54654
H40 1.96161 3.69476 5.33150
C21 7.60264 1.02880 -6.21817
C22 6.15543 0.96698 -5.74487
C23 5.94890 1.60368 -4.36485
C24 6.73720 0.91887 -3.34214
N5 7.36140 0.38102 -2.53986
H41 8.26142 0.47388 -5.54875
H42 7.70097 0.59518 -7.21338
H43 7.95742 2.06026 -6.26490
H44 5.82328 -0.07222 -5.71090
H45 5.51291 1.48543 -6.45830
H46 4.89720 1.55368 -4.07719
H47 6.24035 2.65578 -4.37958
C25 3.04118 7.79174 1.75887
C26 4.18458 6.99959 2.38068
C27 5.56370 7.45641 1.88957
C28 5.70180 7.29451 0.44283
N6 5.78866 7.13129 -0.69184
H48 3.01282 7.66226 0.67606
H49 2.08266 7.45861 2.15624
H50 3.13989 8.85827 1.97001
H51 4.06196 5.93690 2.16198
H52 4.15911 7.10370 3.46663
H53 6.35168 6.87439 2.36932
H54 5.73027 8.50787 2.13157
C29 2.56623 2.58990 11.95481
C30 3.39737 3.54843 11.11148
C31 2.53810 4.53720 10.31350
C32 1.64766 3.84676 9.38161
N7 0.96820 3.28347 8.64470
H55 1.92485 1.96667 11.33034
H56 3.21214 1.92703 12.52952
H57 1.93165 3.13292 12.65755
H58 4.02673 2.98250 10.42217
H59 4.06598 4.12206 11.75500
H60 3.16680 5.21738 9.73712
H61 1.92461 5.14058 10.98512
C33 -4.29762 -4.27587 1.66415
C34 -5.53990 -3.48598 2.05337
C35 -6.82475 -4.32083 1.98326
C36 -7.06626 -4.81818 0.63030
N8 -7.24102 -5.16194 -0.45218
H62 -4.35285 -4.61692 0.62943
H63 -3.40743 -3.65547 1.75684
H64 -4.17017 -5.14994 2.30654
H65 -5.63924 -2.61685 1.40043
H66 -5.43450 -3.10889 3.07213
H67 -7.68861 -3.72526 2.28173
H68 -6.76266 -5.17828 2.65621
C37 -10.29420 -1.74108 -6.80382
C38 -11.69774 -2.08151 -6.31759
C39 -11.96657 -1.58882 -4.89025
C40 -11.04226 -2.19259 -3.93212
N9 -10.29272 -2.65629 -3.19411
H69 -9.53323 -2.22416 -6.18920
H70 -10.15092 -2.07821 -7.82989
H71 -10.11820 -0.66403 -6.77705
H72 -11.85022 -3.16139 -6.35850
H73 -12.43823 -1.62953 -6.97956
H74 -12.98325 -1.83345 -4.58016
H75 -11.85255 -0.50462 -4.83347
C41 3.18522 -5.07139 -2.16064
C42 3.46225 -6.16638 -1.13864
C43 2.26436 -6.43133 -0.21844
C44 1.89577 -5.23676 0.53920
N10 1.60921 -4.29763 1.13699
H76 2.98330 -4.11878 -1.66860
H77 4.04436 -4.92827 -2.81557
H78 2.32435 -5.32099 -2.78448
H79 4.32687 -5.89160 -0.53198
H80 3.71372 -7.09750 -1.64919
H81 2.49097 -7.22676 0.49257
H82 1.39553 -6.74289 -0.80167

Summary:
- Structure (SMILES): CO[C@H](CN)CCC(C)C.CCCC#N.CCCC#N.CCCC#N.CCCC#N.CCCC#N.CCCC#N.CCCC#N.CCCC#N.CCCC#N
- Maximum force: 0.7 eV Å⁻¹
- HOMO level: -8.552 eV
- Frontier orbital gap: 8.91 eV
- Energy above the lowest of the compared OMol25 structures with the same formula, charge and spin: 0.0 kcal/mol
- LUMO: 0.36 eV
- E: -63904.767 eV

Results of the Mulliken charge analysis, in e, for atoms 1 through 5: -0.650, -0.479, 0.482, -0.317, -0.720

# 2
This record from the Open Molecules 2025 dataset describes a 7-piece molecular cluster, C44H83N4O24P2 overall. The level of theory is ωB97M-V/def2-TZVPD.

Atoms and positions in Å:
C1 6.01689 -3.11706 3.68606
C2 5.00998 -4.13432 3.14686
O1 3.69979 -3.57946 3.06214
C3 3.17573 -3.46742 1.75662
C4 3.61289 -2.16185 1.10015
O2 2.55276 -1.21118 1.28888
C5 2.73576 0.09884 0.82566
C6 2.69027 0.31345 -0.68974
C7 1.31063 0.31193 -1.39041
C8 0.98767 -0.92509 -2.24210
C9 1.34677 -2.19462 -1.53946
O3 2.37840 -2.78849 -1.72069
O4 0.41505 -2.60472 -0.67058
C10 4.02889 0.81280 1.33423
C11 5.40170 0.40824 0.76060
C12 6.02531 1.44103 -0.20858
C13 6.58437 0.81973 -1.50595
C14 5.66097 0.86650 -2.72457
N1 5.26308 -0.48428 -3.17152
C15 3.90455 0.74431 2.85460
P1 4.91028 1.95701 3.87831
C16 5.01415 3.44453 2.84229
O5 3.83033 2.47529 5.01355
N2 2.39358 0.87817 3.01878
C17 1.69099 0.88112 1.67475
C18 0.35586 0.14401 1.92931
C19 -0.72900 0.98460 2.66271
C20 -1.89560 1.33618 1.77086
O6 -2.28964 2.45568 1.64910
N3 -2.50144 0.18513 1.16468
C21 -2.88243 0.27421 -0.21189
C22 -2.18142 1.03510 -1.14353
C23 -2.57902 1.07956 -2.47795
C24 -3.68794 0.35300 -2.90323
C25 -4.37509 -0.42937 -1.97704
C26 -3.98229 -0.46696 -0.64397
P2 1.37950 2.65251 1.23293
N4 1.49640 3.49971 2.55359
H1 6.59582 -2.66385 2.87902
H2 5.51809 -2.31055 4.21975
H3 6.73875 -3.59212 4.34524
H4 5.34004 -4.50398 2.17876
H5 4.97127 -4.98607 3.82287
H6 3.47363 -4.31060 1.13169
H7 2.09213 -3.46031 1.87972
H8 4.48467 -1.82794 1.66325
H9 3.89195 -2.27930 0.05594
H10 3.32817 -0.42418 -1.17364
H11 3.14494 1.27743 -0.90038
H12 1.29780 1.16251 -2.07189
H13 0.48074 0.46514 -0.70942
H14 -0.08466 -0.95063 -2.44259
H15 1.48100 -0.90872 -3.20870
H16 0.77019 -3.36785 -0.19137
H17 3.96045 1.88185 1.13430
H18 6.08280 0.21983 1.59112
H19 5.33472 -0.53652 0.22768
H20 5.30876 2.21922 -0.46658
H21 6.88513 1.87428 0.29864
H22 6.88961 -0.21015 -1.31172
H23 7.50516 1.34532 -1.75149
H24 6.16824 1.34352 -3.56059
H25 4.78879 1.49032 -2.49753
H26 5.27144 -1.12239 -2.38574
H27 4.32658 -0.49043 -3.55173
H28 4.18403 -0.25371 3.18742
H29 4.28474 3.52750 2.04049
H30 6.01910 3.54635 2.44560
H31 4.84015 4.28692 3.51321
H32 3.68934 1.78666 5.67303
H33 2.12889 0.05477 3.55836
H34 2.08370 1.68219 3.59524
H35 0.54970 -0.75622 2.50287
H36 -0.08321 -0.21510 1.00260
H37 -1.15926 0.35004 3.44123
H38 -0.35875 1.88144 3.15668
H39 -3.36971 0.05679 1.68094
H40 -1.31658 1.60431 -0.82899
H41 -2.01654 1.70288 -3.15773
H42 -3.99589 0.41577 -3.93523
H43 -5.22457 -1.01126 -2.30364
H44 -4.54004 -1.08501 0.04724
H45 0.08805 2.67675 0.69492
H46 2.30853 2.99620 0.24190
H47 2.19032 4.23351 2.49838
C27 -8.01997 4.88890 4.64049
O7 -6.66751 4.76771 5.09271
C28 -5.78461 4.52661 4.12995
O8 -6.03354 4.42016 2.95626
O9 -4.57884 4.43181 4.68303
C29 -3.51907 4.16141 3.75886
H48 -8.61562 5.08318 5.52668
H49 -8.11767 5.71777 3.94241
H50 -8.35012 3.96329 4.17219
H51 -3.43502 4.95839 3.02345
H52 -3.68782 3.21565 3.26230
H53 -2.60781 4.11351 4.34900
C30 10.36807 3.06977 -5.89148
O10 10.72630 1.68551 -5.87253
C31 9.83068 0.88962 -5.29844
O11 8.78348 1.23519 -4.81222
O12 10.28229 -0.35968 -5.35243
C32 9.40639 -1.32842 -4.76911
H54 11.18631 3.58412 -6.38521
H55 9.44801 3.21991 -6.45248
H56 10.25340 3.44998 -4.87834
H57 8.44793 -1.34107 -5.28373
H58 9.25557 -1.12004 -3.71143
H59 9.90037 -2.28782 -4.88705
C33 -6.84822 -4.88813 -5.33182
O13 -6.57138 -4.13423 -4.14737
C34 -7.54252 -3.28757 -3.80216
O14 -8.57573 -3.12448 -4.39221
O15 -7.16601 -2.65424 -2.69187
C35 -8.12038 -1.70143 -2.20138
H60 -5.98444 -5.52651 -5.49035
H61 -7.73754 -5.50006 -5.19781
H62 -6.97887 -4.22699 -6.18594
H63 -9.05878 -2.18918 -1.94884
H64 -8.29296 -0.91567 -2.93150
H65 -7.68645 -1.27355 -1.30135
C36 -10.69161 0.62236 2.53927
O16 -9.39089 0.72531 3.13605
C37 -8.40454 0.28409 2.37229
O17 -8.50066 -0.18090 1.26629
O18 -7.24585 0.42600 3.03451
C38 -6.12755 -0.01728 2.26732
H66 -11.38844 1.01621 3.27185
H67 -10.74113 1.21330 1.62725
H68 -10.93115 -0.41644 2.32420
H69 -6.03672 0.57582 1.35743
H70 -6.22251 -1.07282 2.01679
H71 -5.24615 0.12887 2.89094
C39 2.85842 -6.62479 -0.86394
O19 3.79734 -7.68362 -0.68078
C40 4.53977 -7.55434 0.41591
O20 4.47368 -6.63881 1.20151
O21 5.36115 -8.59025 0.49477
C41 6.22798 -8.58492 1.63428
H72 2.32394 -6.83568 -1.78489
H73 2.15353 -6.59061 -0.03381
H74 3.37374 -5.66987 -0.95940
H75 5.64919 -8.60778 2.55515
H76 6.87367 -7.70923 1.61938
H77 6.82924 -9.48472 1.55665
C42 -7.97857 4.01768 -0.07595
O22 -7.81060 4.90861 -1.18374
C43 -8.70870 4.75916 -2.15294
O23 -9.61621 3.96869 -2.15782
O24 -8.43561 5.63529 -3.11805
C44 -9.33670 5.58504 -4.22850
H78 -7.19200 4.25962 0.63326
H79 -8.94892 4.16869 0.39338
H80 -7.87872 2.98123 -0.39478
H81 -10.35190 5.80953 -3.90876
H82 -9.30595 4.60695 -4.70413
H83 -8.99547 6.34379 -4.92591

Summary:
- Total charge: +1
- Maximum force: 1.6 eV Å⁻¹
- HOMO level: -10.845 eV
- Frontier orbital gap: 8.32 eV
- LUMO: -2.52 eV
- E: -120645.549 eV

Results of the Mulliken charge analysis, in e, for atoms 1 through 5: -1.145, -0.068, -0.502, -0.952, 1.029

# 3
This record from the Open Molecules 2025 dataset describes a 13-piece molecular cluster, C44H86O19S4 overall. The level of theory is ωB97M-V/def2-TZVPD.

Atoms and positions in Å:
C1 -7.73974 2.63929 -0.97204
C2 -7.86406 2.72331 0.58107
C3 -8.00672 1.42584 1.30213
O1 -6.68872 1.25241 1.77741
C4 -6.00966 2.35018 1.84681
O2 -4.90228 2.46707 2.18718
O3 -6.80215 3.25972 1.14698
H1 -6.81730 2.21164 -1.36489
H2 -7.79161 3.66073 -1.34895
H3 -8.64506 2.15157 -1.33346
H4 -8.68412 3.38168 0.86768
H5 -8.29443 0.65344 0.58889
H6 -8.70337 1.34731 2.13676
C5 -3.52953 -4.57439 -0.25990
C6 -3.46645 -4.21533 -1.70366
O4 -2.34697 -3.82004 -2.12420
C7 -4.64593 -4.20465 -2.57081
H7 -2.54875 -4.52004 0.21256
H8 -3.94240 -5.57956 -0.17466
H9 -4.25657 -3.90652 0.20212
H10 -5.52248 -3.88511 -2.00720
H11 -4.84418 -5.23630 -2.86150
H12 -4.42703 -3.84953 -3.57783
C8 0.60705 -3.45929 7.27324
C9 1.00150 -4.11516 6.02772
O5 1.99965 -4.84348 5.92596
C10 0.17137 -3.99801 4.74598
H13 -0.45575 -3.51225 7.50940
H14 0.87839 -2.41406 7.12508
H15 1.04610 -3.82548 8.20127
H16 0.72208 -4.01622 3.80550
H17 -0.44053 -3.10169 4.84748
H18 -0.59430 -4.75892 4.59476
C11 7.18407 -1.21355 -1.96437
C12 7.84900 -1.93622 -0.93000
O6 8.17928 -3.08877 -1.09542
C13 8.47029 -1.23034 0.28871
H19 8.03936 -0.61687 -2.28147
H20 6.42551 -0.59493 -1.48480
H21 6.67347 -1.78242 -2.74140
H22 9.55310 -1.34900 0.24931
H23 8.06440 -1.80822 1.11902
H24 8.47090 -0.14223 0.22443
C14 3.86804 -2.41350 4.96980
C15 4.77882 -2.08561 3.78093
O7 5.32431 -2.96717 3.09034
C16 5.03552 -0.66629 3.26428
H25 3.98966 -3.47331 5.19366
H26 2.85524 -2.11959 4.69418
H27 4.04934 -1.82937 5.87203
H28 5.18531 -0.55786 2.19008
H29 5.81874 -0.29527 3.92534
H30 4.15609 -0.07875 3.52792
C17 2.77367 -3.89692 1.27955
C18 3.56090 -5.07613 0.64392
O8 3.25459 -6.25564 0.90291
C19 4.83370 -4.75710 -0.05997
H31 3.03179 -2.98860 0.73509
H32 3.11750 -3.79578 2.30895
H33 1.70836 -4.06926 1.43285
H34 4.95843 -3.67951 -0.16646
H35 4.73963 -5.23664 -1.03428
H36 5.70224 -5.20643 0.42154
C20 1.32063 3.68455 0.58112
C21 0.72681 3.97792 -0.74583
O9 1.48040 4.28408 -1.65612
C22 -0.77970 3.91828 -1.00315
H37 2.40882 3.62203 0.57629
H38 1.00720 2.66863 0.82147
H39 0.96503 4.42193 1.30078
H40 -1.08983 2.97557 -1.45393
H41 -0.93269 4.57262 -1.86137
H42 -1.33273 4.33213 -0.15995
C23 -3.65940 -1.43151 5.25325
C24 -3.19637 -0.03313 5.72738
O10 -3.93834 0.78355 6.34160
C25 -1.77150 0.34233 5.39585
H43 -4.36625 -1.82314 5.98475
H44 -2.86011 -2.16229 5.12995
H45 -3.93040 -1.33615 4.20179
H46 -1.09033 -0.45643 5.68926
H47 -1.38653 1.28659 5.78091
H48 -1.76615 0.37359 4.30631
C26 -3.40795 3.03575 -5.17308
C27 -4.15937 4.33822 -4.87207
O11 -3.59393 5.38741 -4.78962
C28 -5.66195 4.26020 -4.62990
H49 -2.37070 3.07919 -4.84090
H50 -3.37691 2.92250 -6.25674
H51 -4.02444 2.20189 -4.83735
H52 -6.22518 4.02338 -5.53255
H53 -6.06369 5.17911 -4.20294
H54 -5.87742 3.49080 -3.88848
C29 -0.11279 -0.44788 -1.28135
C30 0.84203 -1.32254 -0.40451
C31 0.87427 -0.47878 0.88057
S1 -0.83046 0.13639 1.27286
O12 -0.93993 1.55149 1.54803
O13 -1.47407 -0.83754 2.13652
C32 -1.32782 -0.19632 -0.48523
H55 -0.32667 -0.90397 -2.24796
H56 0.31695 0.53808 -1.45828
H57 1.82970 -1.48681 -0.83535
H58 0.38863 -2.29975 -0.23839
H59 1.47758 0.40729 0.68306
H60 1.41909 -0.79865 1.76880
H61 -2.11450 0.51008 -0.75026
H62 -1.72973 -1.18387 -0.25871
C33 -2.10281 4.02539 5.04339
C34 -1.55775 4.33732 3.61777
C35 -2.51910 5.44684 2.97376
S2 -3.44851 6.28663 4.30311
O14 -4.80089 5.89155 4.36958
O15 -3.04144 7.73341 4.37311
C36 -2.53388 5.38825 5.59032
H63 -1.51987 3.41832 5.73603
H64 -3.02288 3.47548 4.84547
H65 -1.49243 3.44734 2.99186
H66 -0.54004 4.68352 3.79808
H67 -3.26769 4.81933 2.49009
H68 -2.06600 6.11407 2.24054
H69 -3.25029 5.45432 6.40915
H70 -1.61947 5.88353 5.91690
C37 5.66010 2.48315 -5.45417
C38 5.56402 2.60938 -3.91340
C39 4.11495 2.22296 -3.55595
S3 3.42814 1.18057 -4.91210
O16 2.33535 1.89817 -5.59026
O17 3.34109 -0.21803 -4.46351
C40 4.98561 1.18671 -5.96432
H71 6.61326 2.78247 -5.89006
H72 5.08410 3.30756 -5.87451
H73 5.80894 3.57471 -3.47041
H74 6.25290 1.88621 -3.47685
H75 3.35591 3.00457 -3.52361
H76 3.76086 1.71562 -2.65855
H77 4.82514 0.96063 -7.01847
H78 5.62178 0.37689 -5.60712
C41 0.15114 -3.09902 -4.49305
C42 -0.78438 -2.24583 -5.37851
C43 -0.35865 -2.67672 -6.87999
S4 1.50864 -3.18052 -6.82397
O18 2.29165 -2.20359 -7.50189
O19 1.57750 -4.61824 -7.19132
C44 1.61908 -3.10628 -4.96816
H79 -0.21642 -4.12441 -4.53271
H80 0.10239 -2.64475 -3.50342
H81 -0.54980 -1.18367 -5.30861
H82 -1.84003 -2.24701 -5.10699
H83 -0.51785 -2.05084 -7.75807
H84 -0.80429 -3.65252 -7.07319
H85 2.14269 -2.15344 -4.89049
H86 2.26294 -3.77443 -4.39621

Summary:
- Maximum force: 6.3 eV Å⁻¹
- HOMO level: -9.451 eV
- Frontier orbital gap: 9.17 eV
- Energy above the lowest of the compared OMol25 structures with the same formula, charge and spin: 147.6 kcal/mol
- LUMO: -0.28 eV
- E: -129258.579 eV

Results of the Mulliken charge analysis, in e, for atoms 1 through 5: -1.351, 0.391, -0.441, -0.342, 0.527